Record 1
C33H31CoN6O as an isolated structure at a distorted geometry. Source: the Open Molecules 2025 dataset; level of theory: wB97M-V/def2-TZVPD.

```
72
C33H31CoN6O wB97M-V/def2-TZVPD
Co -0.524 1.300 -0.705
C 6.436 -0.147 -0.261
C 5.005 0.254 -0.067
C 4.617 1.073 0.991
C 3.293 1.394 1.172
C 2.273 0.911 0.325
N 0.961 1.179 0.643
C 0.652 1.050 1.966
C 1.329 0.126 2.793
C 1.052 0.000 4.130
C 0.080 0.790 4.740
C -0.259 0.624 6.188
C -0.625 1.678 3.944
C -0.363 1.811 2.587
N -1.185 2.679 1.845
C -1.637 3.892 2.226
C -2.591 4.278 1.310
C -2.659 3.227 0.396
N -1.797 2.270 0.727
C 2.686 0.177 -0.804
C 4.031 -0.140 -0.968
N 1.798 -0.201 -1.825
C 1.941 -1.222 -2.696
C 1.025 -1.034 -3.708
C 0.359 0.141 -3.372
N 0.817 0.617 -2.220
H 6.912 -0.354 0.696
H 6.984 0.662 -0.746
H 6.506 -1.034 -0.886
H 5.364 1.468 1.664
H 3.006 2.029 1.999
H 2.068 -0.520 2.344
H 1.590 -0.729 4.717
H 0.601 0.277 6.754
H -1.058 -0.110 6.301
H -0.606 1.563 6.612
H -1.417 2.270 4.381
H -1.233 4.407 3.074
H -3.148 5.192 1.295
H -3.290 3.117 -0.464
H 4.329 -0.714 -1.833
H 2.646 -2.012 -2.540
H 0.860 -1.653 -4.565
H -0.424 0.648 -3.897
C -2.702 -0.929 1.857
C -1.346 -1.530 1.615
C -0.995 -2.685 2.521
O -0.599 -1.143 0.749
H -3.116 -1.218 2.819
H -3.360 -1.270 1.057
H -2.644 0.154 1.773
H -1.755 -3.458 2.432
H -0.981 -2.348 3.557
H -0.025 -3.102 2.264
C -0.231 3.278 -1.578
H -1.096 3.451 -2.213
H 0.671 3.313 -2.179
H -0.169 4.047 -0.813
N -3.431 -5.382 -6.967
C -3.206 -4.620 -6.138
C -2.957 -3.668 -5.129
C -2.221 -4.001 -3.988
C -2.000 -3.061 -3.007
C -2.511 -1.763 -3.140
C -3.242 -1.436 -4.290
C -3.462 -2.371 -5.273
C -2.229 -0.774 -2.178
C -1.889 0.149 -1.451
H -1.826 -5.002 -3.885
H -1.431 -3.314 -2.124
H -3.631 -0.434 -4.395
H -4.022 -2.114 -6.160
```

Output
frontier orbital gap (alpha / beta)	6.59 / 6.55	eV
ΔE to the lowest compared entry with this formula, charge and spin	56.2	kcal/mol
charge	0
E_LUMO (alpha / beta)	-0.012 / -0.011	Eh
electronic energy	-3062.490263	hartree



Record 2
C33H31HfN10O6S as an isolated structure at a distorted geometry. Source: the Open Molecules 2025 dataset; level of theory: wB97M-V/def2-TZVPD.

```
82
C33H31HfN10O6S wB97M-V/def2-TZVPD
Hf -0.374 1.370 -2.131
C 6.026 5.182 4.095
O 5.162 4.321 3.357
C 3.804 4.196 3.693
C 3.364 3.057 4.318
C 2.038 2.921 4.690
C 1.137 3.941 4.465
C 1.534 5.101 3.829
C 2.872 5.227 3.425
N -0.213 3.842 5.024
N -1.163 3.659 4.294
C -0.991 3.572 2.833
C -1.506 4.512 2.055
C -1.638 4.339 0.690
C -1.268 3.170 0.023
O -1.458 2.922 -1.305
C -0.626 2.191 0.849
N -0.159 1.112 0.143
C 0.211 0.039 0.858
C 0.104 -0.044 2.261
C -0.327 1.109 2.938
C -0.600 2.323 2.248
H 6.951 4.944 3.505
H 6.212 4.767 5.135
H 5.699 6.248 3.975
H 4.075 2.206 4.473
H 1.695 2.028 5.212
H 0.842 5.937 3.731
H 3.221 6.154 2.963
H -1.975 5.413 2.442
H -2.121 5.130 0.133
H 0.765 -0.717 0.360
H 0.262 -0.993 2.829
H -0.615 1.095 3.988
N -3.338 0.743 -1.878
N -4.049 1.599 -2.753
C -3.393 2.373 -3.601
N -4.042 3.299 -4.235
N -2.068 2.063 -3.747
N -1.183 3.047 -4.193
O -0.048 2.925 -3.723
O -1.556 3.870 -5.040
H -3.695 -0.163 -2.034
H -3.522 0.931 -0.897
H -5.031 1.712 -2.732
H -5.052 3.417 -4.044
H -3.603 3.806 -4.993
S 4.300 1.449 -1.172
C 2.820 1.461 -1.651
N 1.665 1.527 -2.002
C -1.458 -7.175 1.566
C -0.534 -6.073 1.155
C 0.771 -6.163 1.662
C 1.682 -5.227 1.135
C 1.382 -4.293 0.208
C 0.062 -4.271 -0.313
N -0.235 -3.259 -1.298
C -0.053 -3.486 -2.691
C 0.073 -4.772 -3.134
C 0.184 -4.963 -4.490
C 0.156 -3.899 -5.432
C 0.025 -2.635 -4.989
C -0.098 -2.393 -3.581
C -0.324 -1.049 -3.182
O 0.067 -0.063 -3.972
O -0.896 -0.742 -2.021
C -0.899 -5.151 0.158
C -2.352 -5.143 -0.370
H -1.263 -7.670 2.534
H -1.525 -7.927 0.830
H -2.390 -6.689 1.590
H 1.162 -6.948 2.287
H 2.680 -5.208 1.586
H 2.173 -3.620 -0.228
H -0.461 -2.350 -1.018
H 0.155 -5.608 -2.405
H 0.462 -6.008 -4.744
H 0.379 -4.106 -6.430
H 0.010 -1.824 -5.699
H -2.494 -4.500 -1.204
H -2.985 -4.969 0.496
H -2.598 -6.145 -0.711
```

Output
frontier orbital gap	6.85	eV
ΔE to the lowest compared entry with this formula, charge and spin	33.7	kcal/mol
charge	+1
E_LUMO	-0.131	Eh
electronic energy	-2721.147247	hartree



Record 3
C33H32BF6O10ReSSb as an isolated structure. Source: the Open Molecules 2025 dataset; level of theory: wB97M-V/def2-TZVPD.

```
85
C33H32BF6O10ReSSb wB97M-V/def2-TZVPD
Re -0.002 0.521 -0.046
O 1.165 -3.312 1.298
C 0.646 -2.221 1.332
O 0.277 -1.552 0.272
C 0.306 -1.533 2.678
C -1.087 -0.895 2.573
C -1.649 -0.514 3.935
C -0.760 0.691 4.319
C 0.131 0.827 3.092
O -0.758 0.413 2.018
C 1.187 -0.291 3.040
C 2.228 0.056 1.975
O 3.408 -0.164 2.098
O 1.726 0.670 0.928
H 0.364 -2.279 3.469
H -1.768 -1.397 1.894
H -1.585 -1.342 4.639
H -2.693 -0.221 3.844
H -0.165 0.517 5.214
H -1.351 1.591 4.471
H 0.495 1.827 2.870
H 1.703 -0.438 3.987
C 1.825 4.448 -3.453
C 1.163 4.279 -2.095
C 1.819 5.192 -1.068
O 1.372 2.920 -1.647
B 0.263 2.517 -0.939
O -0.742 3.445 -1.034
C -0.389 4.372 -2.094
C -0.952 5.740 -1.753
C -1.015 3.840 -3.381
H 2.904 4.324 -3.352
H 1.632 5.442 -3.857
H 1.459 3.711 -4.163
H 2.878 4.943 -1.004
H 1.370 5.056 -0.085
H 1.730 6.241 -1.351
H -0.649 6.054 -0.757
H -2.039 5.707 -1.789
H -0.612 6.484 -2.475
H -0.612 2.859 -3.639
H -0.850 4.515 -4.221
H -2.086 3.730 -3.226
F -3.265 -1.428 0.225
C -3.860 -0.534 -0.566
F -4.931 -0.056 0.064
F -4.250 -1.140 -1.680
S -2.700 0.859 -0.988
O -3.414 1.628 -1.941
O -1.500 0.127 -1.495
O -2.235 1.449 0.261
F 7.144 2.677 -3.135
C 5.951 2.107 -2.893
C 5.266 2.457 -1.743
C 4.031 1.875 -1.505
C 3.501 0.956 -2.402
C 4.234 0.595 -3.528
C 5.461 1.182 -3.796
Sb 1.718 -0.098 -2.005
C 2.592 -2.006 -1.750
C 3.463 -2.182 -0.678
C 4.072 -3.404 -0.457
C 3.796 -4.443 -1.325
F 4.381 -5.635 -1.115
C 2.943 -4.302 -2.403
C 2.340 -3.070 -2.609
C 0.739 -0.201 -3.872
C -0.283 -1.129 -4.057
C -1.011 -1.155 -5.235
C -0.706 -0.228 -6.216
F -1.410 -0.243 -7.359
C 0.292 0.714 -6.062
C 1.013 0.717 -4.877
H 5.701 3.165 -1.053
H 3.482 2.141 -0.612
H 3.857 -0.154 -4.216
H 6.037 0.925 -4.673
H 3.667 -1.368 0.011
H 4.737 -3.563 0.379
H 2.761 -5.143 -3.057
H 1.673 -2.955 -3.454
H -0.535 -1.831 -3.272
H -1.808 -1.865 -5.396
H 0.490 1.422 -6.853
H 1.798 1.453 -4.744
```

Output
frontier orbital gap (alpha / beta)	7.39 / 7.35	eV
multiplicity	2
ΔE to the lowest compared entry with this formula, charge and spin	0.0	kcal/mol
charge	0
expectation value of S²	0.815
E_LUMO (alpha / beta)	-0.048 / -0.037	Eh
electronic energy	-3369.972806	hartree